Formula: C4H4BrClS
Source: OMol25
Level of theory: ωB97M-V/def2-TZVPD

Properties
orbital gap (spin up / spin down): 6.9963 / 7.0006 eV
2S+1: 1
ΔE to the lowest compared entry with this formula, charge and spin: 136.14 kJ/mol
HOMO (spin up / spin down): -8.21 / -8.21 eV
lowest unoccupied orbital energy (spin up / spin down): -1.21 / -1.21 eV

CARTESIAN COORDINATES (ANGSTROEM)
Br -0.242 1.450 -2.092
Cl 1.453 2.503 0.181
S 1.843 -0.889 -0.642
C 0.321 -1.608 -0.263
C -0.676 -0.892 0.252
C -0.432 0.545 0.642
C 0.454 1.228 -0.347
H -1.383 1.074 0.729
H 0.077 0.566 1.612
H 0.235 -2.657 -0.500
H -1.651 -1.320 0.428

Atomic partial charges in e from the Mulliken method, atoms 1 to 5: 0.02 -0.10 -0.13 -0.19 -0.47

Formula: C10H19N5
Source: OMol25
Level of theory: ωB97M-V/def2-TZVPD

Properties
orbital gap: 8.5230 eV
2S+1: 1
ΔE to the lowest compared entry with this formula, charge and spin: 0.00 kJ/mol
SMILES: NN1CC[NH2+]C[C@]1(N)C1C=CC(=[NH2+])C=C1
HOMO: -15.56 eV
charge: +2
lowest unoccupied orbital energy: -7.04 eV

CARTESIAN COORDINATES (ANGSTROEM)
N -3.435 2.460 2.453
N 2.382 0.563 0.435
N 1.699 -0.170 -0.602
N 0.394 -1.671 -2.395
N 0.137 -1.955 0.264
C 0.316 -0.700 -0.149
C -0.481 -0.693 -1.572
C -0.174 0.416 0.807
C -0.798 0.019 2.048
C -1.792 2.322 0.751
C -2.312 1.875 1.987
C -0.791 1.626 0.209
C 2.497 -1.060 -1.399
C -1.795 0.731 2.654
C 1.737 -1.223 -2.657
H -0.409 2.037 -0.742
H 2.277 -1.945 -3.168
H 3.499 -0.720 -1.718
H 1.024 0.758 1.076
H 0.942 -2.226 0.834
H 2.871 -2.019 -1.004
H -0.759 -2.287 0.627
H -3.949 1.986 3.218
H -0.476 -0.920 2.678
H -3.552 3.502 2.257
H -1.529 -1.131 -1.482
H -0.490 0.270 -1.856
H -0.222 -1.819 -3.273
H -2.006 0.561 3.700
H 2.747 1.356 0.006
H 3.158 -0.037 0.826
H 1.520 -0.372 -3.285
H 0.164 -2.579 -1.765
H -2.390 3.046 0.237

Atomic partial charges in e from the Mulliken method, atoms 1 to 5: -0.44 -0.67 0.22 -0.14 -0.45

Formula: C13H24F6IO3P2Pr
Source: OMol25
Level of theory: ωB97M-V/def2-TZVPD

Properties
orbital gap (spin up / spin down): 7.3196 / 7.3764 eV
2S+1: 3
ΔE to the lowest compared entry with this formula, charge and spin: 0.00 kJ/mol
HOMO (spin up / spin down): -15.54 / -15.54 eV
<S²>: 2.004
charge: +2
lowest unoccupied orbital energy (spin up / spin down): -8.22 / -8.17 eV

CARTESIAN COORDINATES (ANGSTROEM)
Pr 0.374 -0.703 0.658
I -0.131 -3.518 -0.755
P 3.089 -0.639 -0.456
P -2.311 -0.773 -1.407
F -2.712 0.483 3.669
F -0.801 3.100 1.098
F -0.869 0.100 4.800
F -1.551 3.959 2.961
F -1.920 1.997 5.068
F -2.741 2.464 1.911
O -0.507 0.604 2.112
O 1.326 2.406 -1.234
O -0.225 0.417 -2.422
C 3.924 -2.010 0.423
C 0.611 2.188 3.544
C 0.982 1.411 -0.762
C -0.771 -0.725 -2.496
C 3.435 -0.979 -2.220
C -0.323 -1.717 -3.520
C -0.695 1.661 3.002
C -3.382 -1.493 -2.642
C -2.882 0.911 -1.055
C -1.470 2.796 2.254
C -1.579 1.068 4.143
C 4.254 0.745 -0.146
C -2.810 -1.547 0.187
H 3.008 -1.952 -2.507
H 4.006 1.605 -0.789
H 4.518 -0.985 -2.431
H -3.880 -1.763 0.017
H 0.670 -2.096 -3.225
H 4.949 -2.152 0.032
H -3.128 -2.552 -2.766
H -2.705 1.184 0.000
H 3.991 -1.775 1.501
H 4.156 1.057 0.906
H -3.967 0.845 -1.235
H 5.295 0.433 -0.335
H -0.197 -1.174 -4.482
H 1.169 1.345 3.963
H 3.351 -2.946 0.290
H 1.179 2.637 2.725
H -4.414 -1.409 -2.264
H -3.289 -0.947 -3.593
H 0.436 2.942 4.312
H -2.295 -2.516 0.352
H -2.718 -0.852 1.051
H -2.435 1.651 -1.727
H 2.968 -0.202 -2.844
H -0.985 -2.582 -3.665

Atomic partial charges in e from the Mulliken method, atoms 1 to 5: 1.11 -0.17 0.74 1.24 -0.21

Formula: H37O18
Source: OMol25
Level of theory: ωB97M-V/def2-TZVPD

Properties
orbital gap (spin up / spin down): 10.0809 / 2.3866 eV
2S+1: 2
ΔE to the lowest compared entry with this formula, charge and spin: 613.39 kJ/mol
HOMO (spin up / spin down): -15.89 / -15.65 eV
<S²>: 0.756
charge: +2
lowest unoccupied orbital energy (spin up / spin down): -5.81 / -13.26 eV

CARTESIAN COORDINATES (ANGSTROEM)
O -4.967 2.432 0.152
O 3.787 0.108 -0.061
O -2.362 -2.676 4.475
O -4.065 2.034 2.629
O 3.968 -0.030 -3.729
O 0.585 -1.271 2.404
O -0.806 -1.437 -3.388
O 4.874 -1.998 2.488
O 0.537 2.086 2.988
O -0.660 1.765 -2.312
O 1.010 3.674 -1.924
O -1.178 -4.799 -0.929
O 0.292 -5.528 1.311
O -3.167 2.704 -1.719
O 2.102 -2.395 -3.382
O -1.659 2.194 -0.258
O -1.674 0.774 1.462
O 3.350 2.712 -0.729
H 4.312 -0.274 -4.645
H 4.277 -2.281 1.718
H -3.552 2.739 2.774
H 4.359 -2.555 3.148
H -0.653 -5.230 -0.212
H 4.310 -0.411 -0.470
H 1.287 2.448 3.502
H -2.350 1.656 0.210
H 1.743 -3.256 -2.874
H -2.568 0.919 1.251
H 0.317 -5.582 2.296
H -0.892 1.972 0.343
H -0.617 1.013 -2.768
H -0.464 -1.756 -4.207
H -0.648 -1.994 -2.567
H -5.260 2.421 1.078
H 0.579 4.549 -1.672
H -1.823 2.276 -1.884
H -0.820 -5.127 -1.670
H -3.141 3.548 -2.198
H 3.676 1.734 -0.471
H -2.182 -3.514 4.133
H 4.195 0.854 -3.561
H -5.729 2.383 -0.365
H 2.079 -1.465 -2.862
H 1.382 -1.531 2.874
H -4.391 1.656 3.560
H 0.819 1.054 3.003
H -3.106 -2.830 5.171
H 0.177 -2.083 2.544
H 1.886 3.563 -1.698
H -1.316 0.484 2.334
H -3.461 2.929 -0.798
H 0.244 1.999 -2.049
H 3.798 3.310 -0.048
H 0.924 -6.207 1.134
H 2.874 -0.212 0.139

Atomic partial charges in e from the Mulliken method, atoms 1 to 5: -0.61 -0.60 -0.61 -0.65 -0.58

Formula: C11H19BeNOP
Source: OMol25
Level of theory: ωB97M-V/def2-TZVPD

Properties
orbital gap (spin up / spin down): 3.7817 / 2.9445 eV
2S+1: 1
HOMO (spin up / spin down): -0.47 / 0.26 eV
charge: -1
lowest unoccupied orbital energy (spin up / spin down): 3.32 / 3.21 eV

CARTESIAN COORDINATES (ANGSTROEM)
P 0.878 -3.190 0.757
O -0.586 0.313 1.031
N -2.595 1.100 0.786
C -2.584 -0.825 2.289
C -3.814 2.009 2.710
C 0.518 2.679 -0.836
C 1.449 1.599 -0.918
C -3.874 1.611 1.186
C -0.818 2.419 -1.451
C 0.822 0.534 -1.588
C -2.904 -0.298 3.682
C -1.836 0.188 1.365
C -4.009 0.864 3.703
C -0.620 0.716 -1.821
Be -0.129 1.193 -0.347
H -1.931 -1.691 2.438
H -3.996 1.291 4.738
H -1.194 -0.142 -2.343
H -3.523 -1.155 1.837
H 0.909 -4.615 0.641
H -2.152 1.563 -0.029
H -2.011 0.075 4.184
H -4.663 2.709 2.871
H -0.529 -3.120 0.563
H 1.038 3.570 -0.390
H -2.866 2.555 2.888
H -4.699 0.901 1.069
H 1.457 -0.293 -1.928
H -3.198 -1.141 4.329
H 2.583 1.725 -0.923
H 0.753 -3.250 2.177
H -4.977 0.338 3.538
H -4.118 2.505 0.579
H -1.595 3.173 -1.755

Atomic partial charges in e from the Mulliken method, atoms 1 to 5: -0.10 -0.67 -0.07 -0.82 -0.52

Formula: C4H9N
Source: OMol25
Level of theory: ωB97M-V/def2-TZVPD

Properties
orbital gap: 9.8294 eV
2S+1: 1
ΔE to the lowest compared entry with this formula, charge and spin: 157.28 kJ/mol
SMILES: C1CCNC1
HOMO: -8.73 eV
lowest unoccupied orbital energy: 1.10 eV

CARTESIAN COORDINATES (ANGSTROEM)
N 0.913 -1.073 0.201
C -0.265 -1.123 -0.731
C -1.042 0.290 -0.638
C -0.035 1.093 0.138
C 0.555 0.083 1.098
H -0.048 -0.226 1.787
H 1.424 0.477 1.722
H 0.794 1.669 -0.303
H -0.988 0.766 -1.640
H 0.216 -1.295 -1.708
H -0.474 2.046 0.705
H -1.915 0.371 0.075
H -0.883 -2.039 -0.368
H 1.749 -1.037 -0.338

Atomic partial charges in e from the Mulliken method, atoms 1 to 5: -0.47 -0.57 -0.39 -0.56 -0.63

no.,E (eV)
1,-97610.7760
2,-18109.5800
3,-77051.5741
4,-37430.6709
5,-24937.3737
6,-5782.1819